85
Properties=species:S:1:pos:R:3:lowdin_spin:R:1 method="wB97M-V/def2-TZVPD" gap_ev="5.0 / 4.5" lumo_energy_ha="0.149 / 0.117" multiplicity=3 s2=2.02 e_above_lowest_kj_mol=0.0 e_homo_ev="-0.9 / -1.3" largest_force_ev_per_a=1.0 charge=-2
Ti -0.25853 0.45020 -0.06780 0.685
C 6.42796 2.16366 -2.05826 0.000
C 5.63908 3.34878 -1.48473 0.000
C 5.19959 4.26114 -2.63864 0.000
C 6.58153 4.15087 -0.58619 0.000
C 4.40714 2.83740 -0.73223 0.000
C 3.46904 2.07425 -1.44635 0.005
C 2.33516 1.56258 -0.82366 0.001
N 1.32943 0.77999 -1.32757 0.024
C 1.23662 0.18179 -2.55482 0.000
C 2.18896 0.05682 -3.56274 0.006
C 1.87068 -0.53851 -4.79204 0.000
C 0.58732 -1.00149 -5.00583 0.006
C -0.40190 -0.94752 -4.00465 0.001
C -0.04996 -0.40911 -2.77486 0.002
O -0.88111 -0.35947 -1.72802 -0.002
C -1.82137 -1.46354 -4.23985 0.000
C -2.16656 -2.56574 -3.23025 0.000
C -2.00897 -2.05957 -5.63989 0.000
C -2.80564 -0.29411 -4.10557 0.000
C 2.97748 -0.66380 -5.84156 0.000
C 4.08671 -1.58047 -5.30659 0.000
C 3.57711 0.71609 -6.14875 0.000
C 2.47142 -1.25358 -7.15874 0.000
C 2.10978 1.91011 0.54678 0.001
O 0.95698 1.48434 1.06309 0.002
C 3.04085 2.63571 1.27777 0.001
C 4.19424 3.08886 0.60795 0.004
C 2.78253 2.94064 2.75171 0.000
C 3.94387 3.69983 3.39993 0.000
C 2.59015 1.63618 3.53782 0.000
C 1.52780 3.81891 2.88233 0.000
H 7.32587 2.51380 -2.57808 0.000
H 5.82871 1.59195 -2.76692 0.000
H 6.73054 1.48284 -1.26063 0.000
H 6.06937 4.62758 -3.19361 0.000
H 4.64691 5.12035 -2.25445 0.000
H 4.54864 3.73567 -3.33664 0.000
H 7.43689 4.50377 -1.16944 0.000
H 6.96276 3.54572 0.23816 0.000
H 6.07987 5.02240 -0.16240 0.000
H 3.62621 1.90921 -2.49824 0.001
H 3.19904 0.38853 -3.39144 0.001
H 0.33422 -1.43550 -5.95896 0.000
H -1.51173 -3.42783 -3.37846 0.000
H -3.20095 -2.89353 -3.37554 0.000
H -2.04372 -2.22796 -2.20443 0.000
H -1.34516 -2.90923 -5.81068 0.000
H -1.82931 -1.32244 -6.42538 0.000
H -3.03813 -2.41396 -5.74246 0.000
H -2.68582 0.20917 -3.14914 0.000
H -3.83548 -0.65098 -4.19928 0.000
H -2.62363 0.44385 -4.89014 0.000
H 4.51042 -1.18648 -4.38260 0.000
H 4.89506 -1.67943 -6.03854 0.000
H 3.68982 -2.57380 -5.08951 0.000
H 4.01990 1.16958 -5.26196 0.000
H 2.80543 1.39583 -6.51505 0.000
H 4.35903 0.63369 -6.91028 0.000
H 2.08538 -2.26570 -7.02564 0.000
H 3.29135 -1.29997 -7.88112 0.000
H 1.67470 -0.64481 -7.59040 0.000
H 4.92568 3.65730 1.16093 0.000
H 4.87644 3.13395 3.34680 0.000
H 3.71595 3.87135 4.45550 0.000
H 4.10979 4.67352 2.93358 0.000
H 3.49795 1.03012 3.49388 0.000
H 1.77114 1.04498 3.13531 0.000
H 2.38398 1.86572 4.58806 0.000
H 1.67767 4.77275 2.37132 0.000
H 1.31405 4.02146 3.93649 0.000
H 0.66987 3.32488 2.43220 0.000
S -2.90034 -3.91123 3.18255 0.757
Sb -2.82341 -2.48240 1.22239 -0.009
S 0.65609 -1.69076 0.82953 -0.004
S -0.98006 -0.99700 1.94426 -0.009
S -4.49280 -1.25770 2.25231 0.241
N -2.41758 2.11963 1.63281 0.063
C -2.30621 1.77943 0.29680 0.085
N -3.31255 0.97163 -0.16445 0.077
S -1.34571 2.67819 -0.77348 0.041
H -2.78288 1.36610 2.20932 0.005
H -1.54624 2.47646 2.00089 0.002
H -3.71792 0.30569 0.49629 0.014
H -3.13615 0.59891 -1.08685 0.003


82
Properties=species:S:1:pos:R:3:lowdin_spin:R:1 method="wB97M-V/def2-TZVPD" gap_ev="5.5 / 5.8" lumo_energy_ha="-0.262 / -0.248" multiplicity=2 s2=0.89 e_above_lowest_kj_mol=0.0 e_homo_ev="-12.6 / -12.6" largest_force_ev_per_a=0.5 charge=+2
Co -0.12147 -1.17682 -0.61277 1.145
C -0.22273 -4.71616 -0.92465 -0.011
As -0.26932 -3.31176 0.41509 -0.046
C 1.26066 -3.73311 1.52811 -0.007
C -1.74184 -3.72675 1.61458 -0.006
C -3.16221 -3.29441 1.19692 0.000
C -3.47721 -3.75345 -0.21705 0.001
C -3.28369 -1.76819 1.32214 -0.006
As -2.34166 -0.66359 0.02177 -0.039
C -2.37270 1.08006 0.86709 -0.020
C -3.56793 -0.45602 -1.46821 0.007
C -4.12090 -3.93296 2.21319 0.000
As -6.12123 -3.94456 2.12501 0.000
C -6.38869 -5.22981 0.66490 0.000
C -6.62406 -2.31241 1.14102 0.000
H -0.34542 -5.66871 -0.40667 -0.002
H 0.74296 -4.70107 -1.42620 0.000
H -1.01463 -4.59713 -1.65911 0.000
H 1.10481 -4.70905 1.99004 -0.002
H 1.36675 -2.97617 2.30363 0.000
H 2.16447 -3.75827 0.92129 0.000
H -1.47824 -3.25810 2.56817 0.000
H -1.70992 -4.80792 1.77958 -0.001
H -2.76688 -3.35545 -0.95078 0.002
H -4.47262 -3.42878 -0.52230 0.000
H -3.45050 -4.84218 -0.29005 0.000
H -2.93530 -1.44952 2.30888 0.000
H -4.33216 -1.46410 1.24085 -0.001
H -3.41186 1.34855 1.06642 -0.003
H -1.92540 1.81757 0.20369 0.000
H -1.81853 1.04793 1.80354 0.000
H -4.58894 -0.39540 -1.08838 0.000
H -3.48745 -1.29663 -2.15427 0.000
H -3.32615 0.46461 -1.99809 0.000
H -3.88440 -3.53152 3.20422 0.000
H -3.89718 -5.00385 2.27797 0.000
H -5.88103 -6.16176 0.91088 0.000
H -6.05178 -4.87696 -0.30901 0.000
H -7.45499 -5.44440 0.60644 0.000
H -6.45561 -1.42486 1.74973 0.000
H -7.69924 -2.38380 0.97436 0.000
H -6.14408 -2.20187 0.16938 0.000
S 1.66154 -0.44966 0.61461 0.000
C 2.52052 0.47372 -0.51532 0.003
N 3.78548 0.78972 -0.37497 -0.010
C 4.47310 1.63198 -1.35435 -0.001
C 3.52248 2.69671 -1.83985 0.000
N 2.31012 2.04894 -2.35160 0.001
C 1.64204 2.76330 -3.46671 0.000
C 1.30232 4.16198 -3.03754 0.000
C 1.88953 5.25540 -3.65812 0.000
C 1.57724 6.54214 -3.24204 0.000
C 0.68462 6.73482 -2.20129 0.000
C 0.09374 5.64236 -1.57844 0.000
C 0.39874 4.36043 -1.99713 0.000
C 1.81066 0.98332 -1.76793 0.002
S 0.42533 0.18979 -2.35008 -0.005
C 4.62266 0.33664 0.75618 0.000
C 4.96208 1.49466 1.65305 -0.001
C 6.27726 1.92624 1.77086 0.000
C 6.58887 2.99829 2.59542 0.000
C 5.58397 3.64275 3.29752 0.000
C 4.26788 3.21593 3.18069 0.000
C 3.95631 2.14336 2.36369 0.000
H 4.84460 0.99662 -2.16431 -0.001
H 5.31956 2.09155 -0.84457 0.000
H 3.95281 3.27507 -2.65500 0.000
H 3.24146 3.38831 -1.04046 0.000
H 0.76624 2.18210 -3.74464 0.000
H 2.34362 2.75601 -4.30185 0.000
H 2.58128 5.10733 -4.47813 0.000
H 2.03052 7.39158 -3.73344 0.000
H 0.44058 7.73660 -1.87792 0.000
H -0.61270 5.79726 -0.77389 0.000
H -0.07629 3.50802 -1.52230 0.000
H 5.52136 -0.09465 0.31134 0.000
H 4.07490 -0.45016 1.27156 0.000
H 7.06464 1.41430 1.23069 0.000
H 7.61463 3.32516 2.69033 0.000
H 5.82550 4.47402 3.94516 0.000
H 3.48823 3.71572 3.73885 0.000
H 2.93084 1.80112 2.29057 0.000


90
Properties=species:S:1:pos:R:3:lowdin_spin:R:1 method="wB97M-V/def2-TZVPD" gap_ev="9.1 / 5.1" lumo_energy_ha="-0.161 / -0.323" multiplicity=5 s2=6.03 e_homo_ev="-13.5 / -13.9" largest_force_ev_per_a=0.4 charge=+2
Pt -0.18121 -0.41743 -0.18807 1.339
C 4.64225 -0.55894 -0.98342 0.024
C 4.71636 0.94968 -1.10618 0.003
C 5.82892 1.32546 -2.08197 0.002
C 4.92312 1.58307 0.26599 0.001
N 3.42444 1.53301 -1.66416 0.043
C 3.35320 2.86801 -1.96430 0.034
C 2.11223 3.11821 -2.44575 0.043
N 1.40202 1.94982 -2.41366 0.035
B -0.05279 1.93318 -2.99470 0.005
N -1.11882 2.50328 -2.03998 0.005
C -2.24252 3.10021 -2.57287 0.018
C -3.00198 3.53595 -1.54992 0.008
N -2.34963 3.22022 -0.37505 0.012
C -1.21604 2.57287 -0.69476 0.030
S -0.05657 1.85711 0.39145 0.238
C -2.98979 3.58052 0.95812 0.001
C -2.03241 3.43864 2.13229 0.006
C -4.18132 2.64555 1.13146 0.001
C -3.42845 5.04160 0.86502 0.000
N -0.39621 0.50943 -3.57245 0.052
C 0.09077 0.13853 -4.80088 0.036
C -0.41584 -1.08079 -5.10307 0.032
N -1.24755 -1.45513 -4.07353 0.037
C -1.21218 -0.47400 -3.15296 0.057
S -1.96930 -0.50355 -1.59015 0.625
C -1.91253 -2.82517 -4.01814 0.003
C -3.20430 -2.79243 -3.20886 0.019
C -0.90121 -3.76878 -3.37744 0.002
C -2.24227 -3.23663 -5.44976 0.001
C 2.21395 0.99355 -1.92278 0.059
S 1.70518 -0.65730 -1.67142 0.768
H 5.61632 -0.89581 -0.62761 0.003
H 4.46700 -1.04881 -1.94171 0.004
H 3.90970 -0.89248 -0.25247 0.008
H 6.76510 0.91255 -1.70927 0.000
H 5.96436 2.40107 -2.17311 0.000
H 5.64274 0.90796 -3.07106 0.000
H 5.81726 1.15668 0.71832 0.000
H 4.07704 1.37756 0.92210 0.000
H 5.06590 2.66107 0.20315 0.000
H 4.18818 3.52846 -1.82987 0.002
H 1.68799 4.02512 -2.83580 0.002
H -0.02855 2.65672 -3.94806 0.000
H -2.38694 3.18704 -3.63398 0.001
H -3.93719 4.06002 -1.55952 0.000
H -1.78357 2.40533 2.35199 0.000
H -2.54470 3.85206 3.00044 0.000
H -1.11455 4.00860 1.98876 0.003
H -3.85644 1.60474 1.16444 0.000
H -4.91239 2.76200 0.33196 0.000
H -4.67887 2.87342 2.07322 0.000
H -2.58389 5.69227 0.63889 0.000
H -3.83363 5.33688 1.83131 0.000
H -4.21100 5.21012 0.12889 0.000
H 0.73509 0.78361 -5.37003 0.002
H -0.26119 -1.69272 -5.96936 0.002
H -3.03989 -2.73481 -2.13537 0.009
H -3.71924 -3.73399 -3.39886 0.002
H -3.86885 -1.98785 -3.52456 0.002
H -0.63190 -3.42288 -2.37607 0.000
H 0.00732 -3.85620 -3.97363 0.000
H -1.34391 -4.75990 -3.28309 0.000
H -2.88772 -2.50544 -5.93532 0.000
H -2.77563 -4.18471 -5.41040 0.000
H -1.36085 -3.40142 -6.06508 0.000
C 1.89396 -5.24597 -1.28369 0.000
C 2.35991 -5.14735 0.16209 0.001
C 1.38175 -4.37508 1.06195 0.012
C 1.95174 -4.29292 2.50814 0.000
C 1.10484 -3.52550 3.51010 0.000
C 0.06547 -5.12339 1.14032 0.001
O -0.00418 -6.31331 1.27210 0.004
N -1.09068 -4.34876 1.12096 0.006
C -1.17835 -3.03281 0.75698 0.018
O -2.24240 -2.46097 0.63970 0.038
N 0.01395 -2.35657 0.49125 0.146
C 1.22849 -2.95713 0.55939 0.030
O 2.23640 -2.31360 0.25472 0.163
H 2.63750 -5.75237 -1.89722 0.000
H 1.73647 -4.25552 -1.72289 0.000
H 0.96515 -5.81351 -1.36390 0.000
H 3.32925 -4.65261 0.22072 0.000
H 2.47045 -6.14265 0.59151 0.000
H 2.94389 -3.84625 2.42162 0.000
H 2.08693 -5.32509 2.83553 0.000
H 0.93400 -2.49111 3.20416 0.000
H 1.61637 -3.49388 4.47063 0.000
H 0.13597 -3.99714 3.67746 0.000
H -1.96770 -4.83699 1.25812 0.001


88
Properties=species:S:1:pos:R:3:mulliken_charge:R:1 method="wB97M-V/def2-TZVPD" gap_ev=5.0 lumo_energy_ha=0.139 e_above_lowest_kj_mol=68.3 e_homo_ev=-1.2 largest_force_ev_per_a=0.5 charge=-2
Ba -0.23741 0.49763 0.73062 1.280
O 2.65776 1.22680 2.58811 -0.646
S 2.71058 -0.21913 2.72053 1.296
O 4.04006 -0.78571 2.63535 -0.793
O 1.73434 -0.89189 1.85359 -0.504
C 2.15689 -0.65302 4.38982 -0.178
C 3.14321 -1.19611 5.20714 -0.647
C 2.86483 -1.62773 6.49440 -0.546
C 1.57540 -1.52549 6.98501 -0.545
C 0.58398 -0.97840 6.18638 -0.734
C 0.85364 -0.53694 4.89426 0.267
S -0.57917 0.16408 4.05246 1.155
O -1.06024 -0.82514 3.08770 -0.725
O -1.51222 0.46273 5.11178 -0.784
O -0.08438 1.34740 3.33833 -0.561
H 4.13710 -1.28724 4.79375 0.521
H 3.65621 -2.04888 7.10320 0.373
H 1.33395 -1.86305 7.98588 0.366
H -0.42413 -0.86871 6.55880 0.502
C 0.01960 -4.88673 -1.49840 -1.312
Si 0.38739 -3.33090 -0.45431 0.562
C 1.72866 -3.87774 0.77076 -1.324
C -1.16932 -3.15606 0.61337 -0.776
C 0.79730 -1.86174 -1.44523 1.553
Si 2.55693 -1.68924 -1.94214 0.106
C 3.49778 -3.34288 -1.97670 -1.285
C 3.60939 -0.51331 -0.90888 -0.629
C 2.90307 -1.09917 -3.72794 -1.318
Si -0.36775 -1.39370 -2.72067 -0.439
C -2.21012 -1.51439 -2.27837 -1.229
C -0.39203 -2.32930 -4.38004 -1.380
C -0.01139 0.43130 -3.22950 0.365
C -0.37774 0.95065 -4.47294 -0.711
C -0.02909 2.24080 -4.82671 -0.628
C 0.69537 3.00329 -3.92417 -0.630
C 1.01201 2.43171 -2.70327 -0.745
N 0.67447 1.19377 -2.35503 1.001
H -0.15864 -5.76157 -0.86343 0.355
H 0.86221 -5.10917 -2.15951 0.276
H -0.86577 -4.74146 -2.12632 0.253
H 2.16129 -4.83991 0.48049 0.436
H 1.28253 -3.99063 1.76264 0.410
H 2.53011 -3.14591 0.87401 0.201
H -1.37455 -4.12878 1.07483 0.365
H -2.06129 -2.86852 0.05422 0.236
H -1.03231 -2.45671 1.44407 0.107
H 3.53684 -3.85413 -1.01415 0.363
H 4.52668 -3.15880 -2.30407 0.378
H 3.03321 -4.01952 -2.70111 0.236
H 3.73605 -0.85940 0.11622 0.040
H 3.12551 0.46827 -0.87859 0.073
H 4.60470 -0.38287 -1.34622 0.402
H 2.46633 -1.74504 -4.49181 0.348
H 3.99070 -1.13506 -3.85677 0.460
H 2.58681 -0.07440 -3.92318 0.241
H -2.50517 -2.56880 -2.28355 0.524
H -2.80315 -0.99890 -3.03995 0.397
H -2.48642 -1.09257 -1.31263 0.084
H -0.54451 -3.39225 -4.16916 0.241
H 0.53255 -2.23243 -4.94945 0.362
H -1.22149 -1.99808 -5.01438 0.367
H -0.93647 0.32858 -5.16228 0.327
H -0.31789 2.64947 -5.78816 0.379
H 0.99878 4.01758 -4.14870 0.397
H 1.56932 3.00153 -1.96261 0.312
C -1.86596 5.79637 1.84824 -1.067
Te -1.43866 3.85318 2.64816 0.300
C 0.62780 4.33058 2.88708 -0.826
H -1.23024 5.98085 0.98254 0.334
H -1.70063 6.56449 2.60179 0.409
H -2.90657 5.80786 1.53072 0.147
H 0.74989 5.08641 3.66030 0.358
H 1.01196 4.70366 1.93903 0.278
H 1.14797 3.41667 3.16280 0.148
C -2.17007 1.89586 -1.10852 -0.919
C -3.45958 2.42344 -0.81392 0.424
C -3.66688 3.77398 -0.42544 -0.227
C -4.91493 4.26481 -0.08790 -0.599
C -6.04762 3.45404 -0.11789 -0.564
C -5.87866 2.12424 -0.50950 -0.479
C -4.63737 1.62435 -0.84674 -0.387
H -1.42976 2.64795 -1.38707 0.196
H -2.17869 1.06255 -1.79983 -0.141
H -2.80818 4.43651 -0.39999 0.526
H -5.00926 5.30808 0.20278 0.311
H -7.02289 3.84057 0.15187 0.353
H -6.73947 1.46278 -0.54739 0.350
H -4.54304 0.58265 -1.13846 0.231


81
Properties=species:S:1:pos:R:3:lowdin_spin:R:1 method="wB97M-V/def2-TZVPD" gap_ev="5.1 / 3.9" lumo_energy_ha="-0.021 / -0.066" multiplicity=4 s2=3.79 e_above_lowest_kj_mol=261.3 e_homo_ev="-5.7 / -5.7" largest_force_ev_per_a=4.7 charge=0
P -1.03897 -1.40846 0.20003 0.003
C 0.34393 -2.48416 0.57523 0.000
C -0.23644 -3.79471 1.14917 0.000
C 0.88078 -4.74065 1.54722 0.000
C 1.89913 -4.96008 0.42735 0.000
C 2.45031 -3.65789 -0.17209 0.000
C 1.34965 -2.68395 -0.59999 0.001
C -1.69016 -1.23717 -1.44223 0.001
C -2.42882 -2.56992 -1.70280 0.000
C -3.25138 -2.40820 -2.97199 0.000
C -2.37729 -1.98414 -4.15675 0.000
C -1.50620 -0.74323 -3.87969 0.000
C -0.70416 -0.86180 -2.58986 0.000
C -2.19681 -1.06422 1.59143 0.001
C -1.45927 -0.76709 2.92779 0.001
C -2.48430 -0.75207 4.05867 0.000
C -3.63411 0.24356 3.81711 0.000
C -4.20446 0.21161 2.38580 0.000
C -3.12008 0.15285 1.30818 0.001
H 0.85897 -1.88703 1.36153 0.001
H -0.89250 -4.25515 0.39405 0.000
H -0.87035 -3.56946 2.01550 0.000
H 0.42001 -5.68796 1.81568 0.000
H 1.38167 -4.33195 2.43174 0.000
H 2.72816 -5.56262 0.80763 0.000
H 1.43168 -5.54966 -0.37559 0.000
H 3.09576 -3.15329 0.56309 0.000
H 3.05697 -3.89346 -1.05064 0.000
H 1.78313 -1.71760 -0.91939 0.001
H 0.81032 -3.09104 -1.47191 0.000
H -2.41038 -0.39293 -1.36952 0.000
H -4.02098 -1.64895 -2.78415 0.000
H -3.07809 -2.80929 -0.85210 0.000
H -1.69871 -3.39264 -1.79502 0.000
H -3.74138 -3.35908 -3.17365 0.000
H -3.02397 -1.79752 -5.02145 0.000
H -1.72488 -2.82572 -4.43131 0.000
H -0.82489 -0.59187 -4.72155 0.000
H -2.15415 0.14105 -3.80915 0.000
H -0.17598 0.07759 -2.36474 0.001
H 0.06577 -1.63838 -2.68831 0.000
H -2.80800 -1.98454 1.70746 0.000
H -0.67850 -1.51624 3.11428 0.000
H -0.96802 0.21608 2.81939 0.002
H -2.92157 -1.75456 4.16319 0.000
H -1.97710 -0.51759 4.99689 0.000
H -3.28064 1.26222 4.03747 0.000
H -4.44454 0.04428 4.53099 0.000
H -4.83429 1.08722 2.20938 0.000
H -4.84429 -0.67896 2.29600 0.000
H -3.56972 0.07376 0.30993 0.000
H -2.48336 1.05768 1.32599 0.002
Re 1.70078 2.77168 0.38219 1.537
Cl -0.46014 2.63348 -0.31066 0.149
Cl 1.95518 1.13655 2.03510 0.136
C 2.35389 1.39075 -0.95581 0.354
H 2.69261 0.42670 -0.53164 0.024
C 2.65524 1.50457 -2.37418 0.030
C 1.74291 2.19339 -3.20189 0.049
C 2.11126 2.57468 -4.48237 -0.004
C 3.37202 2.19625 -4.98523 0.062
C 4.25217 1.41270 -4.20481 -0.006
C 3.89978 1.03521 -2.92545 0.050
H 0.76636 2.44591 -2.79082 0.003
H 1.42888 3.15671 -5.09626 -0.001
H 5.23304 1.10208 -4.61455 -0.001
H 4.55164 0.40051 -2.30069 0.002
H 3.67766 2.50664 -5.97756 0.004
C 3.22040 6.30618 2.24724 0.009
N 2.03642 5.58285 2.66749 0.009
C 1.38246 5.82571 3.89919 0.003
C 0.36284 4.93400 3.98625 0.006
N 0.37392 4.17639 2.80465 0.016
C 1.46999 4.52086 2.01200 0.058
S 2.63420 4.57997 -0.23603 0.491
H 4.09538 5.62751 2.14982 0.000
H 3.07311 6.84744 1.29056 0.004
H 3.50286 7.06410 2.98936 0.001
H 1.71448 6.58474 4.57117 0.000
H -0.33592 4.78361 4.77578 0.001
H -0.26092 3.43616 2.63284 0.002